Record 1
100
Properties=species:S:1:pos:R:3 method="wB97M-V/def2-TZVPD" energy_ha=-6026.03035 homo_lumo_gap_ev=7.7703 charge=-1
C -0.7802 3.8150 -0.2944
C -0.1766 2.4086 0.2932
C -1.1441 1.7088 1.4644
Br -3.1201 1.8591 1.0068
C -0.7973 0.0987 1.4087
O -1.8181 -0.6368 0.6251
P -1.3023 -2.3194 0.7120
O -2.8869 -2.8940 1.1499
C -2.8029 -3.9319 2.2304
N -2.7621 -5.1426 2.7480
P -0.3914 -4.2712 0.2643
P 1.0981 -4.8041 1.8257
O 2.0269 -3.5741 2.2272
O 2.1820 -5.9615 1.0249
O 0.3983 -5.6525 3.1759
O -0.6595 -2.1570 2.3543
C -0.5255 -0.7291 2.7968
Cl 1.2894 -0.5072 3.2717
B -1.5969 -0.6470 4.0412
C -2.2040 0.7210 4.7266
O -2.0370 -1.9432 4.6433
H -0.0003 4.1905 -1.1166
H -0.8101 4.6551 0.5226
H -1.8017 3.6938 -0.8738
H -0.1760 1.6196 -0.6012
H 0.9212 2.4778 0.7091
H -0.9244 2.2211 2.4935
H 0.2976 0.1232 0.9333
H -1.8269 -2.4284 -0.6547
H -0.1246 -1.8110 0.0217
H -1.4058 -5.3345 0.2656
H 2.9649 -5.3955 0.7163
H 0.1446 -4.9778 3.8718
H -1.4700 1.1113 5.5833
H -2.4392 1.5506 3.9300
H -3.2186 0.4338 5.2857
H -1.2358 -2.2438 5.1833
C 5.7973 -7.8401 1.0757
C 5.7670 -6.9427 -0.1443
O 4.7499 -7.3723 -1.0372
H 5.9808 -8.8794 0.7844
H 6.5794 -7.5250 1.7722
H 4.8336 -7.8203 1.5951
H 6.7243 -6.9823 -0.6725
H 5.5711 -5.9037 0.1376
H 3.9031 -7.3255 -0.5613
C -4.7592 6.5912 1.0989
C -3.4023 5.9702 1.3590
O -2.7038 5.8005 0.1344
H -5.3485 5.9601 0.4257
H -5.3125 6.7246 2.0328
H -4.6522 7.5651 0.6102
H -3.5143 4.9878 1.8273
H -2.8021 6.6017 2.0211
H -2.6022 6.6794 -0.2694
C 2.2060 2.4779 -4.1419
C 2.4108 2.9842 -2.7290
O 1.8941 2.0451 -1.7976
H 1.1421 2.3122 -4.3408
H 2.5949 3.1927 -4.8725
H 2.7104 1.5168 -4.2858
H 1.8871 3.9336 -2.5830
H 3.4731 3.1400 -2.5181
H 2.3714 1.2081 -1.9298
C 1.1797 -8.9044 0.9954
C 0.7693 -9.8713 -0.0960
O 0.5482 -9.1677 -1.3094
H 0.4054 -8.1454 1.1481
H 1.3497 -9.4306 1.9389
H 2.0960 -8.3732 0.7178
H -0.1582 -10.3838 0.1755
H 1.5441 -10.6256 -0.2636
H 1.3801 -8.7230 -1.5462
C 5.6543 0.6323 2.9904
C 4.6333 1.2718 2.0722
O 4.2176 0.3395 1.0851
H 6.5242 0.2908 2.4200
H 5.9885 1.3397 3.7547
H 5.2323 -0.2484 3.4854
H 5.0658 2.1381 1.5631
H 3.7547 1.6043 2.6334
H 3.8274 -0.4222 1.5471
C -2.4340 2.2929 -5.1912
C -2.0278 3.7240 -5.4764
O -0.6280 3.7946 -5.7040
H -1.9009 1.9088 -4.3155
H -3.5101 2.2219 -5.0090
H -2.1752 1.6418 -6.0326
H -2.2682 4.3671 -4.6247
H -2.5470 4.1110 -6.3584
H -0.4260 3.2268 -6.4673
C -3.9627 7.9057 -3.2815
C -5.2031 7.4559 -2.5374
O -5.5753 8.4351 -1.5787
H -3.1342 8.0694 -2.5847
H -3.6599 7.1595 -4.0215
H -4.1415 8.8572 -3.7929
H -5.0135 6.5164 -2.0100
H -6.0397 7.3026 -3.2258
H -5.7495 9.2632 -2.0579

Record 2
110
Properties=species:S:1:pos:R:3 method="wB97M-V/def2-TZVPD" energy_ha=-6134.45938 homo_lumo_gap_ev=5.6467 charge=-1
Cl -0.5629 -0.2782 0.0591
O 0.3180 -0.5506 -1.0386
O -1.7652 0.4438 -0.3310
O -0.9633 -1.5539 0.6493
O 0.1714 0.4966 1.0320
O 2.1296 3.3551 -2.7503
S 1.0573 2.5304 -3.3619
O 0.3601 2.9618 -4.5380
O 1.6804 1.0387 -3.7782
C 1.2130 0.4814 -4.9706
C 1.0882 -1.0584 -4.7551
C -0.1360 2.1103 -1.9679
H 1.9365 0.8639 -5.6906
H 0.1933 0.7159 -5.2762
H 1.0883 -1.5539 -5.7260
H 0.1232 -1.3494 -4.3400
H 1.9300 -1.4481 -4.1827
H -0.6410 1.2263 -2.3572
H -0.7774 2.9522 -1.7073
H 0.3673 1.9183 -1.0203
O 1.3446 4.8262 3.9510
S 0.5887 3.6429 3.6799
O -0.5049 3.6623 2.7296
O 1.6143 2.3751 3.3193
C 1.0399 1.2597 2.8857
C 2.2359 0.2690 2.7658
C -0.1349 3.1044 5.3121
H 0.6162 1.5007 1.9108
H 0.2632 0.9684 3.5929
H 1.7381 -0.5222 2.2051
H 2.5197 -0.1034 3.7500
H 3.0758 0.6916 2.2142
H -0.8136 2.2866 5.0699
H -0.7985 3.8821 5.6901
H 0.6259 2.8510 6.0504
O -1.9774 3.0262 4.2759
S -2.9478 2.4594 3.3482
O -4.1685 1.7953 3.8268
O -3.4729 3.6995 2.3463
C -2.5188 4.6351 1.9266
C -3.0753 5.3265 0.6023
C -2.1094 1.5180 1.9738
H -1.6073 4.0845 1.6938
H -2.2341 5.2831 2.7555
H -3.8742 6.0480 0.7734
H -3.4570 4.4984 0.0050
H -2.2803 5.7675 0.0008
H -2.6568 1.1554 1.1038
H -1.8463 0.5343 2.3626
H -1.1499 1.9109 1.6376
O 0.3900 -2.9388 -6.0754
S 1.7340 -3.3661 -5.5817
O 2.9412 -2.8526 -6.2528
O 1.8286 -3.0216 -3.9397
C 0.6300 -2.9538 -3.1275
C 1.1682 -2.4569 -1.7661
C 1.7258 -5.2615 -5.4166
H 0.1369 -3.8980 -2.8961
H -0.1390 -2.2060 -3.3211
H 2.0872 -3.0085 -1.5678
H 0.4739 -2.8765 -1.0381
H 1.3080 -1.3793 -1.6799
H 0.8030 -5.5791 -4.9312
H 2.5301 -5.4832 -4.7150
H 1.6525 -5.7066 -6.4089
O 0.0486 -4.4686 1.9437
S 1.0930 -3.7421 2.7113
O 1.8008 -4.5421 3.7326
O 2.2428 -3.1187 1.7681
C 1.7850 -2.3855 0.6555
C 3.0352 -1.9734 -0.0419
C 0.3822 -2.2717 3.4906
H 1.3013 -1.4733 1.0047
H 1.0388 -2.9329 0.0796
H 3.4396 -2.9554 -0.2876
H 3.8319 -1.4924 0.5256
H 2.7080 -1.3344 -0.8620
H 0.2349 -1.4045 2.8469
H 0.9720 -1.9921 4.3635
H -0.5697 -2.5891 3.9164
C -3.1371 0.1236 5.1331
S -1.6871 -0.2042 4.0510
O -0.5900 -0.8981 4.8507
C -2.5628 -1.1218 2.7882
H -3.3879 -0.8171 5.6232
H -3.8216 0.5424 4.3956
H -3.0017 0.9457 5.8360
H -3.3095 -0.3923 2.4746
H -3.2499 -1.9545 2.9388
H -1.8793 -1.3594 1.9730
C 1.6204 1.9566 0.5011
S 3.1132 2.8734 -0.0621
O 2.5474 3.5555 -1.2747
C 3.9928 1.3909 -0.7697
H 0.9609 2.7418 0.8708
H 1.7473 1.2834 1.3489
H 1.1425 1.4016 -0.3062
H 3.3494 0.7980 -1.4197
H 4.4141 0.7168 -0.0239
H 4.8284 1.8500 -1.2980
C -3.5469 -1.9860 -4.3976
S -1.9024 -2.1314 -3.7101
O -1.2268 -0.8796 -4.3059
C -2.1004 -1.7551 -1.8978
H -3.6884 -0.9433 -4.6820
H -4.1346 -2.2621 -3.5221
H -3.6995 -2.5302 -5.3296
H -2.9467 -2.3485 -1.5516
H -2.0676 -0.6708 -1.7915
H -1.2367 -1.9996 -1.2795

Record 3
88
Properties=species:S:1:pos:R:3 method="wB97M-V/def2-TZVPD" e_above_lowest_kj_mol=0.0 energy_ha=-2163.12183 homo_lumo_gap_ev=9.8708 smiles=CC(C)O.CC(C)O.CC(C)O.CC(C)O.CC(C)O.CC(C)O.CC(C)O.PCl charge=0
C -1.4382 5.6673 -3.2698
C -0.6883 5.3815 -4.5604
C -1.6140 5.3237 -5.7614
O 0.0779 4.1780 -4.4463
H -2.1666 4.8755 -3.0746
H -0.7485 5.7163 -2.4268
H -1.9783 6.6128 -3.3336
H 0.0637 6.1574 -4.7199
H -2.3496 4.5236 -5.6294
H -1.0485 5.1236 -6.6714
H -2.1615 6.2565 -5.8964
H -0.5415 3.4473 -4.3138
C 2.0311 -1.0608 1.3529
C 0.6432 -0.7858 1.9016
C -0.4569 -1.4779 1.1240
O 0.3922 0.6325 1.9621
H 2.1036 -0.7247 0.3138
H 2.7843 -0.5330 1.9354
H 2.2689 -2.1241 1.3744
H 0.6022 -1.0989 2.9480
H -0.4518 -1.1494 0.0796
H -1.4312 -1.2594 1.5570
H -0.3161 -2.5590 1.1447
H 0.4386 0.9704 1.0570
C -3.8862 -2.2466 4.3874
C -2.8976 -3.3986 4.3435
C -2.6916 -4.0416 5.7022
O -1.6465 -2.9799 3.7928
H -3.5249 -1.4654 5.0622
H -4.0144 -1.8137 3.3961
H -4.8584 -2.5808 4.7521
H -3.2535 -4.1518 3.6366
H -2.3002 -3.3115 6.4165
H -1.9746 -4.8599 5.6273
H -3.6243 -4.4392 6.1038
H -1.2737 -2.3060 4.3755
C 0.9023 -6.8447 5.1773
C 0.8026 -6.9362 3.6640
C 1.6581 -5.8969 2.9578
O -0.5573 -6.8549 3.2406
H 0.5277 -5.8765 5.5230
H 0.3083 -7.6292 5.6452
H 1.9363 -6.9410 5.5121
H 1.1241 -7.9309 3.3464
H 1.3239 -4.8875 3.2156
H 1.5791 -6.0204 1.8778
H 2.7070 -5.9909 3.2440
H -0.8825 -5.9777 3.4847
C 6.5328 -3.7980 -0.3479
C 5.1609 -3.4167 0.1815
C 4.0392 -4.1380 -0.5485
O 4.9688 -2.0039 0.1405
H 6.6153 -3.5332 -1.4061
H 7.3132 -3.2728 0.2011
H 6.7027 -4.8719 -0.2587
H 5.1069 -3.6560 1.2462
H 4.0480 -3.8735 -1.6101
H 3.0716 -3.8560 -0.1343
H 4.1500 -5.2205 -0.4703
H 5.0099 -1.7210 -0.7815
C 1.2420 1.8494 5.4310
C 2.3258 2.3356 4.4794
C 1.9609 3.6669 3.8392
O 2.6035 1.3563 3.4898
H 0.3079 1.6986 4.8826
H 1.5345 0.9021 5.8844
H 1.0566 2.5750 6.2253
H 3.2623 2.4497 5.0321
H 1.0411 3.5600 3.2576
H 2.7559 3.9966 3.1708
H 1.7958 4.4373 4.5948
H 1.7934 1.2199 2.9661
C -3.6823 4.7275 -9.1747
C -4.6026 5.7134 -8.4750
C -5.7552 6.1564 -9.3599
O -3.8697 6.8378 -7.9878
H -3.2444 5.1871 -10.0656
H -2.8739 4.4222 -8.5112
H -4.2294 3.8388 -9.4925
H -5.0019 5.2508 -7.5694
H -5.3728 6.6536 -10.2561
H -6.4006 6.8535 -8.8273
H -6.3520 5.3018 -9.6816
H -3.4849 7.2990 -8.7434
P 0.4943 2.1109 -1.5039
Cl -1.4480 1.8476 -2.2136
H 0.8249 3.2069 -2.3366
H 1.1009 1.1948 -2.3977